# 1
C34H23Cl2F2N8O3Yb as an isolated structure in a non-equilibrium geometry, computed with the ωB97M-V functional and the def2-TZVPD basis.

XYZ file:
```
73
Properties=species:S:1:pos:R:3:forces:R:3:mulliken_charge:R:1
H 5.21148 0.04422 -0.24969 -0.02 -0.07 -0.13 0.623
C 1.30532 4.30119 1.77982 -0.22 -0.24 -0.01 -0.478
C 4.84070 -2.97234 -1.73294 0.09 0.35 0.14 0.078
C 3.33036 -0.94220 -0.54132 0.31 -0.65 -0.32 0.551
Cl 7.18179 -1.67791 -1.27772 0.21 0.09 -0.01 -0.228
C -0.30774 2.56437 1.50153 -0.35 0.00 0.11 -0.214
C -4.94191 -0.43327 -0.22028 -0.15 0.36 0.24 1.625
H 2.22355 4.38657 -2.08924 -0.04 -0.11 0.02 0.404
N 0.57313 1.72549 0.94802 0.56 0.03 -0.18 0.043
H -0.75774 4.45590 2.39142 -0.09 -0.02 0.03 0.497
H -3.14867 -5.04840 1.57581 -0.06 -0.10 0.00 0.460
C -1.30135 -4.44024 0.66368 0.31 0.26 -0.12 -0.628
C -4.67565 0.31650 2.03081 0.61 0.13 -0.01 0.368
H -6.58613 0.15058 1.00138 -0.16 0.05 -0.04 0.493
C -3.55727 -0.59922 -0.43824 -0.03 0.42 0.13 -1.843
N -1.17264 1.81877 -1.42718 -0.05 -0.02 0.04 0.504
C -2.99993 -2.92307 1.39427 0.16 -0.03 0.17 -0.624
H 3.24669 3.73848 1.00510 0.05 -0.04 0.05 0.539
N 0.38644 3.38437 -2.24678 -0.02 -0.47 0.17 0.274
F -5.25203 0.86131 3.12893 0.00 -0.19 -0.26 -0.388
C -2.10366 2.76936 -1.33479 0.25 -0.17 0.01 0.926
N -3.31438 2.41095 -0.92076 -0.06 0.18 -0.06 -0.192
H -1.75094 0.15090 0.58602 -0.41 0.03 0.08 -2.142
C 4.71612 -0.83166 -0.63968 -0.12 0.08 0.04 -0.768
C 2.70771 -2.15690 -0.96364 0.86 0.21 0.04 -0.127
C 0.04034 2.07690 -1.93999 -0.83 0.99 -0.33 0.070
C -1.77698 4.12390 -1.64752 0.24 0.14 -0.13 -1.298
H 2.27990 2.75204 -2.79964 -0.05 0.21 0.04 0.297
F -5.80317 -0.59873 -1.26117 0.24 -0.05 0.17 -0.403
O 0.84440 1.15241 -2.13180 0.45 -0.24 -0.10 -0.708
N 1.35780 -2.29121 -0.64402 -0.21 0.39 -0.16 0.034
C -5.52297 0.01076 0.93563 -0.35 -0.18 -0.24 -1.332
H -3.98249 -2.71862 1.78890 -0.12 0.11 0.02 0.516
C -3.13340 -2.23124 -3.78405 0.40 0.11 0.13 -0.569
C -3.34729 0.15147 1.99972 0.03 0.22 0.07 -1.139
C -2.66879 -0.45196 0.80767 -0.13 -0.67 -0.09 4.730
C -1.04612 -1.52243 -2.91457 -0.03 -0.01 -0.16 -0.066
H -3.72645 -2.71155 -4.54543 -0.08 -0.09 -0.10 0.444
H -0.16356 5.37154 -2.30062 -0.03 0.05 -0.06 0.488
H -2.73078 0.43961 2.83796 -0.03 -0.02 0.15 0.564
C 1.71292 3.68194 -2.74802 0.53 0.05 -0.29 -1.117
H -1.32417 2.19895 1.58911 -0.07 -0.04 0.02 0.572
O 1.25099 -4.61702 -0.60614 -0.08 0.17 0.09 -0.749
C 3.47065 -3.13066 -1.59937 -0.10 0.08 0.11 -0.692
H 1.58981 5.28951 2.11132 0.01 0.06 -0.01 0.457
C -2.96985 -1.12164 -1.63670 0.27 0.06 -0.24 1.064
C 2.90776 1.28568 0.19127 0.00 -0.23 -0.05 -0.011
C 1.83369 2.17109 0.80124 0.11 0.46 0.21 0.719
H -4.78730 -1.92353 -2.52641 -0.04 0.10 0.13 0.534
H -2.49882 4.91392 -1.53923 -0.05 0.12 0.02 0.472
H 0.04752 -1.45272 -2.97216 -0.28 -0.02 -0.09 0.401
N -0.93916 -2.08741 0.54681 -0.21 -0.34 0.15 -0.067
H -3.52919 1.41266 -0.80770 0.06 0.05 0.06 0.023
C -2.17271 -1.87593 1.00611 0.31 0.09 0.08 -0.233
N 2.48516 0.03299 -0.00617 -0.19 0.12 0.14 -0.214
C 0.81180 -3.49598 -0.38424 -0.11 -0.19 0.13 0.142
Yb 0.27594 -0.33374 -0.49955 -0.31 -0.05 0.59 0.587
H 1.62935 4.11674 -3.74456 0.09 -0.04 0.00 0.385
C 2.22165 3.45530 1.19262 0.01 -0.23 -0.16 -0.656
H -0.92971 -5.43499 0.47406 0.11 0.00 -0.07 0.523
C -0.52891 -3.34198 0.30985 -0.10 -0.46 0.23 0.207
H 2.99366 -4.02807 -1.95637 0.04 -0.04 0.02 0.545
C 5.46554 -1.84476 -1.21502 -0.26 -0.24 -0.09 0.050
H -1.24853 -2.48398 -4.81672 0.13 -0.04 -0.02 0.474
C -1.74830 -2.11295 -3.93706 0.04 0.04 -0.04 -1.119
N -1.61026 -1.01847 -1.80321 -0.53 -0.34 -0.34 0.525
O 3.99910 1.80577 -0.04447 -0.19 0.04 0.08 -0.774
C -3.73196 -1.76309 -2.64766 0.07 -0.04 -0.07 -1.347
C 0.00440 3.83845 1.94163 0.10 -0.05 -0.06 -1.064
C -2.53653 -4.21918 1.25609 -0.02 0.28 -0.02 -0.777
C -0.51646 4.37616 -2.07432 -0.56 -0.12 0.22 -0.243
H -4.06739 3.07925 -0.90658 0.10 -0.05 0.06 0.224
Cl 5.75705 -4.19489 -2.52697 0.08 -0.26 -0.14 -0.223
```
Forces are in eV/Å.

Results
E_HOMO (spin up / spin down) = -6.68 / -6.68 eV
ΔE to the lowest compared entry with this formula, charge and spin = 88.8 kJ/mol
E_LUMO (spin up / spin down) = -0.025 / -0.025 Eh
multiplicity = 2



# 2
C34H23N6O7Ru as an isolated structure, computed with the ωB97M-V functional and the def2-TZVPD basis.

XYZ file:
```
71
Properties=species:S:1:pos:R:3:forces:R:3:mulliken_charge:R:1
C -3.57380 -1.66015 5.39651 -0.02 0.03 0.00 -0.328
H 2.60455 3.83880 1.23996 0.01 -0.01 0.02 0.422
H 5.50685 -0.99033 -3.12545 0.01 0.01 0.01 0.368
H -0.56438 -2.91609 2.60239 0.07 -0.06 0.17 0.528
C -0.68372 3.28564 0.83008 -0.16 0.04 0.04 0.095
C 0.59014 -0.09980 -5.75162 -0.05 0.12 -0.16 -0.221
C 4.52782 -2.48596 -1.92630 -0.04 0.02 0.07 -0.723
N 1.35373 -1.10059 1.44180 -0.06 -0.15 -0.06 0.475
O 0.65629 0.20151 -1.05000 0.30 0.19 0.21 0.161
N 0.33364 0.55608 -7.05256 0.03 -0.15 0.36 1.019
Ru 1.27490 0.96616 1.07550 -0.07 -0.14 0.56 0.095
H 1.23065 -1.78588 -2.38964 0.02 -0.02 0.04 0.461
N -1.39347 1.18987 0.47385 -0.37 0.15 0.05 1.264
C -3.72942 0.46566 0.90783 -0.07 0.05 0.10 -0.479
C -0.24560 5.65122 1.01916 0.03 0.00 0.02 -0.546
C -1.87292 -2.33866 3.82730 -0.02 0.00 0.02 0.204
C 1.05228 -2.07594 -4.52095 -0.02 0.02 0.02 -0.998
C -1.13333 4.60595 0.86648 -0.04 0.09 -0.01 -0.107
H 1.87859 -3.01355 1.01965 0.06 0.02 0.01 0.191
C -3.10499 -0.35054 5.36164 0.04 0.01 -0.03 -0.848
C -4.67490 -0.54601 0.88410 0.03 -0.02 -0.04 -0.575
C 0.83300 0.04764 -3.38192 0.21 -0.05 0.04 0.478
C 3.05331 -1.61463 -0.19295 -0.26 -0.05 0.17 0.674
O 1.08953 2.08720 -2.22952 0.18 0.12 0.09 -0.768
O 3.05144 0.78426 0.14092 -0.22 0.22 -0.21 -0.765
C -2.96715 -2.64532 4.63949 0.03 0.03 0.00 -0.662
C -1.40670 -1.01254 3.76882 0.06 -0.02 -0.09 0.522
H 3.35699 -3.68643 -0.59709 -0.01 0.02 -0.01 0.310
C -0.30060 -0.60479 2.85087 -0.16 -0.03 0.27 1.158
C 0.60698 0.66875 -4.60258 0.01 0.10 -0.01 -0.033
N 2.93638 1.84331 3.58281 0.02 -0.03 -0.04 -1.078
C -2.45569 0.23327 0.40085 0.18 0.17 0.05 -0.185
O -1.31583 -3.33418 3.12001 -0.04 0.00 -0.10 -0.710
C 4.84200 -1.17383 -2.28809 -0.05 0.03 -0.01 -0.416
O -0.15082 0.63118 2.61681 0.04 -0.19 -0.22 -0.633
C -2.03115 -0.03993 4.54160 -0.08 -0.01 0.02 -0.366
H 0.80793 -2.01828 -6.66890 -0.01 -0.01 0.02 0.466
C 1.10850 5.35060 1.14517 -0.02 0.06 -0.01 -0.729
C 3.63644 -2.67662 -0.88604 0.07 -0.11 -0.16 -0.546
C 2.05645 -1.95549 0.81428 0.20 -0.14 -0.10 -0.437
C 0.89566 0.88449 -2.09426 -0.71 -0.22 -0.14 -0.231
C -3.07804 -2.01818 -0.14357 0.06 0.03 -0.03 -0.834
H -1.11854 -1.14893 -0.49950 -0.03 0.02 0.04 0.499
H -5.08634 -2.59032 0.35696 0.00 0.00 0.00 0.357
H -1.65009 0.97092 4.47040 -0.01 0.00 -0.02 0.437
C 0.81524 -1.46620 -5.74082 0.03 -0.11 -0.03 -0.335
H 1.82905 6.15360 1.26777 0.01 -0.01 0.00 0.352
O 0.35567 -0.13625 -8.05674 0.01 -0.03 -0.13 -0.664
H -3.94546 1.43315 1.34083 -0.01 -0.01 -0.01 0.430
H -4.42851 -1.91379 6.01423 0.02 -0.01 0.02 0.345
H -0.59587 6.67694 1.04426 0.01 0.00 -0.01 0.323
H -5.66282 -0.36808 1.29291 0.01 -0.01 0.01 0.349
H 4.95745 -3.32951 -2.45208 -0.01 0.00 0.00 0.382
N 0.41832 -1.58783 2.34614 0.15 0.13 -0.32 -1.273
H 0.46072 1.73875 -4.63760 0.02 0.00 0.04 0.599
H 1.24614 -3.14057 -4.48148 0.00 0.00 0.00 0.407
C -4.35232 -1.79319 0.35690 0.00 0.04 0.03 -0.441
C -2.12492 -1.00759 -0.11913 0.04 -0.22 -0.10 0.021
C 1.54588 4.03723 1.12689 -0.01 -0.12 -0.05 -0.049
N -1.76143 2.35653 0.65539 0.44 0.07 -0.07 -1.036
H -3.32156 -3.66870 4.65432 0.00 0.01 -0.01 0.403
C 3.41980 -0.27861 -0.51419 0.08 0.16 0.15 0.539
C 1.04817 -1.32460 -3.35048 0.00 -0.01 -0.04 -0.342
C 2.32154 1.52315 2.65333 -0.02 0.03 0.11 0.301
H -3.57645 0.41975 5.95877 -0.01 0.00 -0.01 0.399
O 0.10890 1.74839 -7.05962 -0.01 0.09 -0.06 -0.619
H -2.19819 4.78318 0.75972 0.01 -0.01 0.01 0.371
H -2.81308 -2.99012 -0.54177 -0.01 -0.01 0.00 0.388
C 0.67947 2.94240 0.97488 0.04 -0.09 -0.44 0.343
C 4.30404 -0.10517 -1.60377 0.04 -0.03 -0.03 -0.572
H 4.52366 0.91763 -1.88297 0.04 -0.01 0.01 0.415
```
Forces are in eV/Å.

Results
E_HOMO (spin up / spin down) = -2.36 / -2.18 eV
E_LUMO (spin up / spin down) = 0.140 / 0.140 Eh
net charge = -2
multiplicity = 2



# 3
C34H24AsBrKN2OS as an isolated structure in a non-equilibrium geometry, computed with the ωB97M-V functional and the def2-TZVPD basis.

XYZ file:
```
65
Properties=species:S:1:pos:R:3:forces:R:3:mulliken_charge:R:1
C 3.91765 2.46075 1.76265 0.05 0.10 -0.10 -0.213
C -6.07517 1.70567 -0.21411 -0.10 0.00 -0.05 -0.516
H -4.65005 -4.28299 -3.15491 -0.03 0.02 0.03 0.373
C 2.04921 -0.68603 0.22341 0.07 0.25 0.10 0.366
H 3.74747 4.18031 -1.67159 0.01 0.00 0.02 0.375
C 2.81514 2.73326 -0.40825 -0.06 -0.06 -0.17 0.156
C -4.74151 1.26521 -0.12105 0.03 -0.38 -0.47 0.549
S 1.57852 2.29802 -1.58520 0.49 0.19 0.33 -0.455
C -4.06999 -2.40318 -2.24599 -0.21 -0.43 -0.13 -0.350
As 1.49310 0.86862 1.30566 0.26 -0.08 -0.22 0.490
C 1.76671 0.19013 5.43350 -0.01 0.02 -0.10 -0.571
C -1.83987 -1.62788 -2.76994 -0.04 0.47 0.28 -0.251
K -1.01653 1.00386 -0.60537 0.88 0.18 -0.51 0.869
H 1.58756 -2.12614 -4.39698 0.01 0.03 0.01 0.463
H 3.10280 -1.03342 6.58047 0.03 0.01 0.00 0.359
H -2.48938 -4.60730 -4.30876 -0.06 -0.02 -0.01 0.363
H 3.81526 0.20936 -0.61053 0.00 0.03 0.01 0.329
C 4.79719 4.02940 0.18908 0.00 -0.02 0.03 -0.506
C -6.54527 2.73685 0.54806 0.27 0.01 0.13 -0.279
C 2.72666 -2.93158 -1.29055 0.09 0.06 -0.03 -0.582
C 3.54700 -1.10885 4.47873 -0.02 0.01 0.01 -0.647
H 1.06901 -0.13179 -2.96535 0.01 -0.01 -0.01 0.242
H -3.70058 3.47330 2.25659 -0.01 0.03 0.01 0.396
H 3.95368 1.97545 2.73067 0.01 -0.01 0.00 0.322
N -3.23268 -0.32944 -1.23002 0.01 -0.62 -0.35 0.077
H 4.42264 -1.77725 -1.93159 0.01 -0.02 0.00 0.378
C 2.11617 0.19891 3.03991 0.03 0.08 -0.02 -0.433
H -4.99522 -2.31189 -1.69137 0.00 -0.02 -0.01 0.508
C -4.37281 2.98199 1.56481 0.02 -0.16 -0.02 -0.822
C -1.63961 -2.77109 -3.55328 -0.01 -0.38 -0.26 1.517
C -4.38996 0.18765 -1.03722 -0.20 0.40 0.25 -0.204
C 3.19149 -0.66939 3.21113 0.00 -0.03 0.06 0.340
C 1.40944 0.62311 4.16023 0.02 -0.07 0.18 -0.513
N -0.85326 -0.68859 -2.60134 -0.49 -0.52 -0.18 -0.214
H 2.99834 -3.79858 -1.88049 -0.03 -0.01 -0.01 0.385
H 1.20203 0.52829 6.29339 0.01 -0.01 0.02 0.376
C -3.81881 1.89538 0.79540 -0.23 -0.06 -0.06 0.271
C 3.19488 -0.67641 -0.56882 -0.07 -0.15 0.01 -0.017
H -6.04359 4.19189 2.05945 -0.01 0.00 -0.03 0.378
H -6.73344 1.21020 -0.92013 -0.02 0.02 0.01 0.382
C -2.67905 -3.73106 -3.70055 0.31 0.12 -0.06 -0.975
C 3.53187 -1.79644 -1.31482 -0.02 -0.02 -0.03 -0.672
C 2.91450 2.12315 0.85866 -0.25 -0.24 0.15 -0.163
H 0.92638 -3.80655 -0.51359 0.00 -0.01 0.01 0.411
O -2.62138 1.54309 0.91599 -0.83 0.34 0.90 -0.897
C 2.83313 -0.68156 5.59229 -0.01 0.01 0.00 -0.408
C 0.30839 -0.88596 -3.15885 0.17 -0.14 -0.17 -0.102
H 4.38123 -1.78878 4.60201 0.01 -0.01 -0.02 0.382
H 0.33235 -1.83552 0.82539 0.02 0.05 0.02 0.432
C 0.60166 -2.01608 -3.96641 0.09 0.24 0.09 -0.728
H -0.19440 -3.81714 -4.77909 -0.01 -0.01 0.00 0.375
C 3.79651 3.69631 -0.70295 -0.08 0.04 -0.22 -0.493
H 3.75180 -1.00938 2.34846 0.00 0.00 -0.03 0.420
C -5.67351 3.37583 1.44962 -0.11 0.13 0.06 -0.222
C 4.87125 3.41480 1.43627 -0.04 -0.03 -0.02 -0.704
H 5.65516 3.67061 2.13794 0.00 0.01 0.01 0.374
H 5.52712 4.77828 -0.09735 0.02 0.00 0.04 0.337
C 1.24084 -1.81499 0.22965 -0.07 -0.18 -0.02 -0.489
C -3.10887 -1.44227 -2.09947 0.45 0.67 0.30 -0.005
H 0.56105 1.28847 4.04417 0.01 0.00 -0.05 0.384
C -3.86303 -3.54530 -3.06127 -0.13 0.20 0.18 -0.752
Br -8.34360 3.33690 0.40322 -0.06 -0.02 -0.02 -0.275
H -5.24754 -0.16398 -1.63031 0.03 -0.02 -0.01 0.360
C 1.57472 -2.93884 -0.52191 -0.03 0.09 0.05 -0.521
C -0.37079 -2.93941 -4.16738 -0.19 -0.07 0.04 -0.756
```
Forces are in eV/Å.

Results
E_HOMO = -4.14 eV
ΔE to the lowest compared entry with this formula, charge and spin = 3.6 kJ/mol
E_LUMO = 0.081 Eh
net charge = -1